# C56H154N14O14

A cluster of 14 separate species, C56H154N14O14 in total at a distorted geometry (ωB97M-V/def2-TZVPD, the OMol25 dataset).

Atoms and positions in Å:
C  13.465  5.065  13.367
C  14.277  4.210  14.324
C  15.594  3.658  13.592
O  15.137  2.910  12.404
C  16.260  2.521  11.636
N  14.627  5.119  15.444
H  14.096  5.727  12.775
H  12.839  5.810  13.858
H  12.987  4.504  12.564
H  13.701  3.342  14.644
H  16.136  2.976  14.248
H  16.288  4.458  13.334
H  15.791  2.024  10.786
H  16.945  1.884  12.196
H  16.802  3.304  11.106
H  15.024  4.591  16.208
H  15.361  5.762  15.182
C  4.958  4.300  -0.587
C  5.848  4.885  0.610
C  6.412  3.654  1.467
O  6.797  4.148  2.798
C  7.676  3.374  3.621
N  6.823  5.790  0.077
H  4.046  3.777  -0.296
H  5.583  3.616  -1.160
H  4.653  4.955  -1.403
H  5.282  5.457  1.346
H  7.147  3.138  0.849
H  5.592  2.936  1.433
H  7.039  2.673  4.160
H  8.189  4.034  4.320
H  8.487  2.921  3.050
H  7.192  6.401  0.792
H  7.638  5.303  -0.268
C  5.906  -4.432  8.348
C  5.696  -4.191  6.836
C  4.678  -3.052  6.581
O  3.401  -3.434  6.876
C  2.230  -2.924  6.268
N  7.021  -3.740  6.356
H  6.154  -3.579  8.980
H  6.664  -5.191  8.544
H  4.949  -4.809  8.708
H  5.337  -5.048  6.266
H  4.705  -2.798  5.522
H  4.894  -2.209  7.237
H  2.220  -3.075  5.189
H  2.195  -1.839  6.366
H  1.474  -3.484  6.819
H  7.748  -4.178  6.903
H  7.031  -4.104  5.414
C  3.857  -0.278  3.393
C  5.250  -0.567  2.815
C  5.237  -0.633  1.226
O  4.125  0.222  0.844
C  3.619  0.127  -0.497
N  6.214  0.466  3.126
H  3.140  -0.792  2.753
H  3.596  0.756  3.621
H  3.833  -0.740  4.380
H  5.797  -1.436  3.179
H  5.148  -1.692  0.983
H  6.146  -0.232  0.777
H  4.314  0.705  -1.105
H  2.624  0.542  -0.656
H  3.446  -0.857  -0.931
H  6.310  0.456  4.131
H  5.691  1.272  2.813
C  13.716  -0.308  5.702
C  14.159  -0.522  4.205
C  13.062  -0.976  3.291
O  12.139  0.077  3.061
C  11.049  0.155  3.954
N  14.693  0.721  3.707
H  13.204  0.627  5.929
H  14.598  -0.349  6.341
H  13.004  -1.028  6.103
H  15.040  -1.160  4.279
H  12.693  -1.965  3.563
H  13.536  -1.094  2.317
H  10.483  -0.776  3.980
H  10.429  0.961  3.560
H  11.262  0.285  5.015
H  15.127  0.848  2.804
H  13.897  1.331  3.586
C  3.106  0.975  9.221
C  4.143  0.814  8.092
C  4.698  2.209  7.710
O  3.730  3.160  7.346
C  4.076  4.442  6.956
N  5.192  -0.085  8.463
H  3.834  1.319  9.956
H  2.749  -0.015  9.503
H  2.355  1.717  8.948
H  3.754  0.408  7.157
H  5.437  2.098  6.916
H  5.225  2.545  8.603
H  3.263  4.897  6.389
H  4.937  4.315  6.299
H  4.444  5.068  7.768
H  6.017  -0.292  7.918
H  4.715  -0.974  8.494
C  13.393  -4.183  1.118
C  12.327  -3.846  0.082
C  11.828  -2.365  0.259
O  10.700  -2.200  -0.550
C  9.996  -0.926  -0.419
N  12.708  -3.992  -1.266
H  14.094  -3.351  1.187
H  14.010  -5.058  0.916
H  12.971  -4.358  2.107
H  11.462  -4.505  0.153
H  12.557  -1.564  0.137
H  11.674  -2.343  1.338
H  8.980  -0.918  -0.814
H  10.537  -0.172  -0.991
H  9.942  -0.546  0.601
H  13.647  -3.684  -1.475
H  12.108  -3.389  -1.810
C  13.374  10.211  8.871
C  11.855  10.069  8.662
C  11.440  8.535  8.905
O  11.719  8.188  10.241
C  11.085  6.891  10.670
N  11.233  10.814  9.692
H  13.584  9.892  9.892
H  13.885  11.131  8.587
H  13.862  9.516  8.187
H  11.539  10.570  7.747
H  12.021  7.849  8.289
H  10.405  8.348  8.619
H  11.789  6.060  10.649
H  10.286  6.695  9.955
H  10.680  7.051  11.669
H  11.392  10.336  10.568
H  11.595  11.757  9.725
C  5.384  10.011  12.952
C  5.309  8.528  13.322
C  6.115  7.722  12.345
O  6.115  6.303  12.573
C  6.581  5.399  11.550
N  5.888  8.474  14.609
H  6.325  10.495  13.214
H  4.682  10.619  13.521
H  5.239  10.191  11.887
H  4.254  8.292  13.462
H  7.135  8.104  12.301
H  5.583  7.881  11.407
H  6.586  4.387  11.957
H  7.635  5.644  11.419
H  5.952  5.356  10.660
H  6.892  8.493  14.504
H  5.683  7.558  14.980
C  9.810  -1.326  7.221
C  8.695  -0.281  7.203
C  8.988  1.233  7.030
O  9.575  1.619  8.329
C  9.889  3.019  8.533
N  7.779  -0.627  6.126
H  10.429  -1.215  8.111
H  10.575  -1.347  6.445
H  9.363  -2.312  7.343
H  8.111  -0.435  8.111
H  8.070  1.766  6.786
H  9.585  1.468  6.149
H  8.898  3.471  8.575
H  10.446  3.476  7.715
H  10.479  3.119  9.445
H  7.603  -1.621  6.116
H  7.981  -0.509  5.144
C  12.101  -2.553  12.347
C  12.362  -1.624  11.062
C  12.519  -0.154  11.534
O  11.354  0.432  12.053
C  11.388  1.797  12.479
N  13.532  -2.169  10.354
H  12.387  -3.597  12.223
H  11.061  -2.573  12.673
H  12.600  -2.269  13.273
H  11.521  -1.621  10.368
H  12.970  0.502  10.788
H  13.224  -0.197  12.364
H  10.343  2.024  12.691
H  11.636  2.561  11.742
H  11.878  1.881  13.449
H  14.385  -2.028  10.877
H  13.391  -3.168  10.302
C  8.647  7.658  16.704
C  9.752  7.732  15.647
C  9.477  6.961  14.343
O  8.607  5.865  14.451
C  9.321  4.640  14.675
N  9.860  9.180  15.408
H  8.482  6.626  17.013
H  7.630  7.934  16.426
H  8.925  8.248  17.578
H  10.655  7.305  16.083
H  10.450  6.761  13.895
H  8.940  7.608  13.648
H  10.037  4.717  15.493
H  9.863  4.360  13.772
H  8.473  3.957  14.731
H  10.795  9.434  15.125
H  9.667  9.587  16.312
C  9.683  -4.134  2.341
C  9.271  -5.171  3.411
C  10.071  -4.912  4.721
O  11.538  -4.741  4.541
C  12.408  -4.710  5.696
N  7.816  -4.990  3.622
H  9.193  -4.207  1.370
H  10.764  -4.163  2.202
H  9.430  -3.198  2.840
H  9.492  -6.185  3.075
H  9.958  -5.775  5.378
H  9.756  -4.036  5.288
H  12.892  -5.634  6.013
H  11.889  -4.150  6.475
H  13.204  -3.987  5.515
H  7.640  -5.791  4.211
H  7.312  -5.240  2.783
C  16.729  1.892  6.073
C  16.192  3.293  6.504
C  15.152  3.273  7.792
O  14.715  4.654  7.890
C  13.723  4.671  8.875
N  17.239  4.234  6.646
H  15.947  1.158  5.881
H  17.369  1.397  6.803
H  17.312  1.857  5.152
H  15.605  3.579  5.631
H  15.764  3.019  8.657
H  14.298  2.635  7.565
H  13.919  4.546  9.940
H  12.909  4.018  8.559
H  13.277  5.665  8.882
H  16.971  5.055  7.170
H  17.637  4.445  5.742

Properties
Max |F|: 4.42 eV/A
Highest occupied orbital energy: -8.636 eV
Lowest unoccupied orbital energy: 0.39 eV
Total charge: 0
Gap between HOMO and LUMO: 9.025 eV

---

# C56H32F5I4N7S2SeZr

A structure of composition C56H32F5I4N7S2SeZr at a distorted geometry (ωB97M-V/def2-TZVPD, the OMol25 dataset).

Atoms and positions in Å:
Zr  -0.368  -0.471  -0.097
I  2.988  -2.953  8.853
C  2.293  -2.382  6.937
C  1.221  -1.514  6.829
C  0.763  -1.147  5.577
C  1.369  -1.637  4.423
C  2.437  -2.526  4.557
C  2.908  -2.888  5.805
C  0.875  -1.265  3.078
C  0.747  0.102  2.770
C  1.026  1.196  3.662
C  0.695  2.341  3.013
C  0.205  1.963  1.712
C  -0.384  2.857  0.799
C  -0.209  4.294  1.114
C  -1.293  5.104  1.432
C  -1.105  6.444  1.720
C  0.173  6.973  1.691
I  0.464  9.022  2.140
C  1.267  6.180  1.388
C  1.072  4.841  1.106
C  -1.115  2.539  -0.362
N  -1.335  1.284  -0.853
C  -2.033  1.404  -2.019
C  -2.419  0.333  -2.843
C  -3.029  0.635  -4.159
C  -2.351  0.255  -5.316
C  -2.900  0.484  -6.563
C  -4.148  1.074  -6.655
I  -5.025  1.372  -8.557
C  -4.838  1.455  -5.519
C  -4.273  1.245  -4.273
C  -2.281  -1.028  -2.526
C  -2.836  -2.123  -3.284
C  -2.572  -3.257  -2.589
C  -1.832  -2.869  -1.415
N  -1.670  -1.522  -1.416
C  -1.369  -3.761  -0.434
C  -0.559  -3.469  0.672
C  -0.308  -4.388  1.753
C  0.320  -3.690  2.730
C  0.463  -2.336  2.261
N  -0.025  -2.253  0.991
C  -1.959  -5.122  -0.465
C  -3.313  -5.250  -0.168
C  -3.910  -6.495  -0.116
C  -3.149  -7.620  -0.381
I  -4.059  -9.531  -0.308
C  -1.803  -7.513  -0.689
C  -1.210  -6.263  -0.722
C  -2.259  2.800  -2.285
C  -1.697  3.498  -1.264
N  0.296  0.609  1.586
H  0.734  -1.132  7.713
H  -0.094  -0.496  5.495
H  2.902  -2.942  3.676
H  3.743  -3.566  5.894
H  1.395  1.117  4.665
H  0.743  3.339  3.405
H  -2.281  4.671  1.478
H  -1.956  7.062  1.963
H  2.260  6.602  1.369
H  1.915  4.210  0.861
H  -1.391  -0.231  -5.237
H  -2.363  0.191  -7.451
H  -5.816  1.902  -5.598
H  -4.814  1.528  -3.383
H  -3.365  -2.040  -4.212
H  -2.829  -4.264  -2.852
H  -0.601  -5.418  1.777
H  0.622  -4.048  3.695
H  -3.892  -4.363  0.040
H  -4.957  -6.584  0.133
H  -1.217  -8.396  -0.897
H  -0.162  -6.170  -0.961
H  -2.771  3.196  -3.140
H  -1.662  4.563  -1.144
F  1.405  4.033  -4.770
C  1.307  2.809  -4.234
C  1.293  1.671  -5.050
F  1.403  1.824  -6.373
C  1.181  0.406  -4.501
F  1.157  -0.660  -5.308
C  1.093  0.199  -3.104
S  0.986  -1.338  -2.381
C  1.164  1.372  -2.334
F  1.221  1.219  -0.955
C  1.251  2.645  -2.855
F  1.323  3.702  -2.025
S  -2.869  0.867  3.353
C  -2.476  0.054  2.058
N  -2.186  -0.567  1.092
C  4.254  -0.092  3.201
N  4.373  0.811  2.097
C  5.046  2.000  2.110
C  5.051  2.478  0.846
N  4.381  1.574  0.063
C  4.290  1.675  -1.366
C  3.938  0.557  0.841
Se  2.889  -0.874  0.326
H  5.223  -0.214  3.685
H  3.924  -1.049  2.801
H  3.525  0.267  3.927
H  5.479  2.391  3.006
H  5.474  3.371  0.433
H  5.289  1.783  -1.793
H  3.695  2.547  -1.642
H  3.829  0.768  -1.759

Properties
Max |F|: 2.45 eV/A
Highest occupied orbital energy: -7.082 eV
Lowest unoccupied orbital energy: -1.88 eV
Total charge: 0
Gap between HOMO and LUMO: 5.206 eV

---

# C56H33BrI4N6Ti

A structure of composition C56H33BrI4N6Ti (ωB97M-V/def2-TZVPD, the OMol25 dataset).

Atoms and positions in Å:
Ti  0.261  -0.592  0.014
I  -6.680  1.885  6.659
C  -5.184  1.239  5.361
C  -4.305  2.161  4.813
C  -3.307  1.725  3.952
C  -3.185  0.375  3.634
C  -4.084  -0.535  4.184
C  -5.078  -0.110  5.052
C  -2.144  -0.069  2.673
C  -0.825  0.012  3.000
C  -0.302  0.357  4.326
C  1.036  0.332  4.267
C  1.398  -0.028  2.888
C  2.726  -0.174  2.396
C  3.839  0.103  3.354
C  4.326  1.397  3.507
C  5.351  1.676  4.398
C  5.899  0.645  5.148
I  7.444  1.051  6.488
C  5.429  -0.653  5.014
C  4.401  -0.914  4.119
C  3.052  -0.502  1.095
N  2.206  -0.679  0.001
C  3.030  -0.906  -1.138
C  2.636  -0.924  -2.435
C  3.699  -1.077  -3.473
C  4.422  0.028  -3.906
C  5.409  -0.106  -4.872
C  5.670  -1.357  -5.409
I  7.158  -1.569  -6.855
C  4.954  -2.469  -4.993
C  3.968  -2.322  -4.028
C  1.294  -0.777  -2.948
C  0.957  -0.703  -4.297
C  -0.431  -0.574  -4.349
C  -0.906  -0.585  -3.041
N  0.173  -0.705  -2.156
C  -2.373  -0.543  -2.760
C  -2.839  -0.729  -1.512
C  -4.086  -0.546  -0.701
C  -3.971  -0.414  0.646
C  -2.550  -0.429  1.284
N  -1.785  -0.811  -0.587
C  -3.290  -0.244  -3.889
C  -4.089  -1.240  -4.438
C  -4.973  -0.951  -5.469
C  -5.056  0.346  -5.950
I  -6.388  0.792  -7.492
C  -4.261  1.352  -5.418
C  -3.380  1.051  -4.392
C  4.401  -0.947  -0.674
C  4.423  -0.692  0.642
N  0.318  -0.220  2.168
H  -4.392  3.211  5.055
H  -2.612  2.438  3.525
H  -3.998  -1.587  3.939
H  -5.762  -0.826  5.487
H  -0.920  0.564  5.185
H  1.740  0.518  5.062
H  3.893  2.198  2.919
H  5.719  2.687  4.507
H  5.857  -1.454  5.601
H  4.030  -1.926  4.012
H  4.209  1.002  -3.485
H  5.967  0.759  -5.203
H  5.159  -3.443  -5.416
H  3.398  -3.184  -3.704
H  1.644  -0.742  -5.126
H  -1.044  -0.495  -5.232
H  -5.056  -0.517  -1.178
H  -4.848  -0.279  1.266
H  -4.014  -2.251  -4.059
H  -5.590  -1.732  -5.891
H  -4.328  2.361  -5.800
H  -2.749  1.828  -3.978
H  5.249  -1.141  -1.311
H  5.285  -0.636  1.285
Br  0.527  7.023  0.211
C  0.149  5.167  0.226
C  -1.148  4.730  0.425
C  -1.425  3.371  0.440
C  -0.405  2.435  0.235
C  0.902  2.901  0.051
C  1.178  4.254  0.044
N  -0.619  1.072  0.226
C  -1.894  0.488  0.181
C  -1.963  -1.744  0.605
C  -2.847  -2.946  0.539
C  -2.350  -4.193  0.477
C  -0.943  -4.468  0.509
C  -0.135  -3.406  0.695
N  -0.591  -2.127  0.819
H  -1.944  5.445  0.581
H  -2.442  3.051  0.629
H  1.702  2.185  -0.102
H  2.191  4.602  -0.107
H  -2.618  1.184  -0.230
H  -3.915  -2.808  0.541
H  -3.048  -5.021  0.427
H  -0.549  -5.469  0.433
H  0.941  -3.509  0.785

Properties
Max |F|: 0.63 eV/A
Highest occupied orbital energy: -6.591 eV
Lowest unoccupied orbital energy: -1.38 eV
Total charge: 0
Gap between HOMO and LUMO: 5.210 eV